No. 1
Below is a 5-piece molecular cluster, C10H32O6PS5 overall, with properties calculated with wB97M-V/def2-TZVPD.

Charge ... +1
Largest force on an atom ... 0.77 eV/Å
HOMO energy ... -10.86 eV
E_tot ... -3183.55022 hartree
HOMO-LUMO gap ... 0.2935 Ha

```
54
Properties=species:S:1:pos:R:3:forces:R:3
O -1.277394 -1.997476 2.688271 0.10 -0.01 0.09
P -0.779845 -2.012234 1.312016 -0.36 0.19 0.33
S 1.376590 -2.404235 1.175203 0.24 -0.52 -0.51
C 2.107738 -0.766547 0.942341 0.08 0.07 0.11
C 2.241231 0.104700 2.194573 -0.05 -0.05 -0.11
O 1.979731 1.454103 1.893765 -0.04 0.01 0.12
H -0.804056 -0.832452 0.563347 0.09 0.06 -0.17
H -1.234340 -3.044722 0.490266 0.09 -0.09 -0.20
H 1.531111 -2.633293 2.486366 -0.04 0.16 0.28
H 3.051031 -0.985074 0.438019 -0.04 0.12 0.07
H 1.430353 -0.313232 0.216691 0.06 0.07 -0.12
H 1.506381 -0.194369 2.947660 0.06 0.03 0.00
H 3.242078 -0.022630 2.624656 -0.08 0.02 0.00
H 2.175758 1.662367 0.974044 0.09 0.09 -0.08
C 0.710551 -5.920993 -2.993481 0.00 -0.03 -0.04
S 0.480995 -5.497753 -1.271799 -0.03 0.02 0.00
O 1.629595 -4.616771 -0.893698 -0.10 0.07 0.10
C 0.834921 -7.116222 -0.595451 0.01 -0.06 -0.02
H 0.574161 -5.010686 -3.572800 0.00 0.00 0.00
H 1.721033 -6.305366 -3.127322 0.00 0.00 -0.01
H -0.034487 -6.660789 -3.284318 0.00 0.00 -0.02
H 1.836015 -7.415498 -0.903866 0.00 0.00 0.01
H 0.086750 -7.824733 -0.949505 0.01 -0.01 0.01
H 0.783113 -7.039033 0.488259 0.00 0.00 0.00
C -2.089700 0.703979 -1.913014 -0.06 -0.02 -0.04
S -0.536985 0.113518 -2.565321 -0.12 0.02 -0.08
O 0.353225 -0.060840 -1.361943 -0.02 -0.14 0.18
C -0.031043 1.632372 -3.355225 0.10 0.04 0.02
H -2.532887 -0.095509 -1.322681 -0.04 0.01 -0.04
H -1.910199 1.586972 -1.298612 0.03 -0.01 0.00
H -2.773192 0.931272 -2.729692 -0.02 -0.01 0.00
H 0.011679 2.427617 -2.611489 0.00 0.00 0.00
H -0.748512 1.865502 -4.140893 0.01 0.01 -0.02
H 0.952567 1.468475 -3.789904 0.00 0.00 -0.01
C -6.873830 1.996389 -0.140999 -0.04 0.01 0.00
S -5.150218 1.664719 -0.493078 0.02 0.11 0.04
O -5.094730 0.336397 -1.164218 0.08 -0.12 -0.02
C -4.639666 1.394877 1.207670 -0.04 0.02 0.04
H -7.373446 2.143301 -1.095892 -0.01 0.00 0.00
H -7.300059 1.138785 0.378115 -0.01 0.00 0.00
H -6.951474 2.901376 0.460728 -0.01 0.00 0.00
H -5.244368 0.598279 1.640034 0.01 -0.01 0.00
H -4.750443 2.320136 1.772448 0.00 -0.01 0.01
H -3.591182 1.102743 1.192064 0.00 0.01 0.00
C 4.768879 3.748853 1.772194 0.02 -0.02 0.04
S 3.148182 4.521876 1.701844 0.07 -0.01 0.25
O 2.734498 4.480219 0.272640 -0.07 -0.14 -0.13
C 3.730014 6.183032 2.048101 -0.04 0.07 -0.10
H 4.638747 2.700395 1.511879 0.00 0.00 0.02
H 5.427575 4.234088 1.052806 -0.01 0.00 -0.01
H 5.166653 3.829407 2.783492 0.01 -0.01 0.00
H 4.464668 6.471762 1.297089 0.00 0.01 0.00
H 4.159485 6.209695 3.048988 -0.01 0.00 0.00
H 2.866748 6.843250 1.999630 0.01 0.01 0.00
```
Forces are in eV/Å.


No. 2
Below is C10H33FN9O6Tl as an isolated structure at a distorted geometry, with properties calculated with wB97M-V/def2-TZVPD.

Charge ... +1
2S+1 ... 2
Largest force on an atom ... 5.69 eV/Å
HOMO energy (spin up / spin down) ... -11.70 / -11.69 eV
E_tot ... -1617.18029 hartree
⟨S²⟩ ... 0.775
HOMO-LUMO gap (spin up / spin down) ... 0.3302 / 0.1332 Ha

```
60
Properties=species:S:1:pos:R:3:forces:R:3
Tl -1.646238 0.199063 2.939159 0.69 -0.15 -0.74
F -1.185995 -0.565299 0.196239 -1.06 -0.12 -0.41
C 2.373930 -0.604172 -1.575433 0.74 -0.45 -0.44
C 1.806920 0.786163 -1.821391 0.84 -0.63 2.28
O 0.436494 0.657532 -1.994318 -1.39 0.46 -1.58
H 2.347554 -1.192704 -2.492506 0.21 0.05 -0.15
H 1.836292 -1.215670 -0.850788 -0.54 0.49 0.15
H 3.385875 -0.601801 -1.170369 0.26 0.21 -0.32
H 2.353125 1.386512 -2.548962 -0.57 -0.39 -0.64
H 1.909788 1.353175 -0.896177 0.57 0.14 0.20
H 0.079388 0.304595 -1.176073 -0.34 -0.22 0.56
C -2.078372 -3.574122 1.933038 -1.37 -2.72 0.82
O -2.596683 -2.647264 2.469374 -2.03 2.37 3.29
N -2.127514 -4.907079 2.219955 -0.14 -0.36 1.00
N -1.514274 -3.356393 0.809557 3.23 0.46 -4.67
H -2.828368 -5.261282 2.855128 0.29 0.05 -0.09
H -1.789326 -5.498859 1.474616 -0.42 -0.24 0.48
H -1.378992 -2.374117 0.617383 0.67 0.42 -0.28
H -0.830517 -4.028595 0.492189 -0.01 0.37 -0.31
C 2.253539 -0.395818 1.769555 0.79 1.66 1.68
O 1.100808 -0.063632 1.996323 -1.99 -0.94 -0.29
N 3.184726 0.504792 1.884130 2.66 3.36 -0.37
N 2.775100 -1.589164 1.649827 -1.43 -3.88 -0.30
H 2.887562 1.469849 1.905266 0.06 0.15 0.00
H 4.178895 0.328096 1.861660 -0.36 -0.16 -0.10
H 3.750007 -1.814528 1.512522 -0.45 0.16 0.21
H 2.104633 -2.244895 2.024800 0.66 -0.85 -0.40
C -1.043393 -2.688686 -3.411152 1.76 -0.47 -4.22
O -1.036122 -3.657942 -4.144836 -0.95 -1.18 -0.48
N -0.882370 -2.780437 -2.140007 -0.19 -1.06 5.57
N -0.902263 -1.457262 -3.881837 -0.79 1.97 -0.43
H -0.675173 -3.708316 -1.799124 -0.18 0.26 -0.05
H -0.710864 -1.997822 -1.525039 0.09 0.03 -0.04
H -0.915642 -1.322718 -4.882748 0.01 0.20 0.42
H -0.740034 -0.737444 -3.192173 0.26 0.56 -0.80
C -4.588115 -0.556817 -1.041170 0.52 -0.95 0.10
O -5.778612 -0.805071 -1.259244 -1.58 -0.92 -0.17
N -4.094872 0.586295 -0.854007 0.33 5.42 0.13
N -3.715654 -1.519634 -0.838574 -1.24 -2.93 -0.82
H -4.755834 1.348205 -0.906088 0.47 0.34 -0.01
H -3.104209 0.747983 -0.741974 0.09 0.02 0.11
H -2.806259 -1.310213 -0.452262 1.37 -0.10 0.85
H -4.181181 -2.409716 -0.944160 0.95 -0.83 0.05
C -0.826088 3.112884 -0.350753 0.84 -0.53 0.24
C 0.247159 2.672198 0.699527 -1.32 0.75 -1.50
C 1.558768 3.514985 0.601285 -0.10 0.64 1.08
O 2.427364 3.177736 1.698225 -1.49 -1.82 -0.04
C 3.586585 3.898812 1.803607 1.27 0.67 0.44
N -0.265323 2.819061 2.089362 0.93 -1.09 -1.10
H -1.513253 2.297881 -0.578071 0.33 -0.37 -0.01
H -0.271082 3.339569 -1.261064 -0.49 0.26 -0.21
H -1.510332 3.902287 -0.039671 0.60 0.51 0.14
H 0.470071 1.624894 0.495630 0.00 0.04 0.42
H 1.292014 4.528283 0.901601 -0.30 0.58 -1.02
H 2.185300 3.467749 -0.289403 -0.59 0.00 -0.42
H 3.440311 4.845972 2.322827 -0.15 0.38 -0.32
H 4.063490 4.030146 0.832308 0.10 0.23 -0.07
H 4.269947 3.351745 2.453085 0.06 -0.22 -0.09
H 0.706444 2.917029 2.346603 -0.21 0.07 2.79
H -0.719133 3.713984 2.204591 0.06 0.32 -0.12
```
Forces are in eV/Å.